# 1
{"formula": "C3H8O2", "method": "wB97M-V/def2-TZVPD", "species": ["C", "C", "O", "C", "H", "H", "H", "H", "H", "H", "H", "H", "O"], "positions_angstrom": [[0.295, -0.277, -1.275], [-0.049, -1.633, -1.032], [0.027, -2.127, 0.153], [-0.626, -2.541, -2.057], [-0.114, 0.194, -2.154], [1.073, 0.143, -0.678], [0.302, -1.437, 0.786], [0.057, -3.330, -2.325], [-0.804, -1.960, -2.964], [-1.566, -2.905, -1.635], [0.689, 5.147, 5.129], [0.433, 5.080, 3.643], [0.284, 5.647, 4.410]], "forces_ev_per_angstrom": [[0.0, -0.9, -0.5], [-0.7, -0.4, -0.4], [0.4, 0.4, 0.2], [-0.2, 1.4, -0.1], [0.1, 0.3, 0.0], [0.2, 0.7, 0.4], [0.1, -0.4, 0.3], [0.2, -0.6, 0.2], [-0.2, -0.2, 0.1], [0.1, -0.4, -0.2], [-0.1, 0.2, 0.1], [-0.1, 0.2, 0.0], [0.1, -0.4, -0.1]], "e_above_lowest_ev": 0.439, "lumo_energy_ev": [-4.97, -8.25], "multiplicity": 2, "total_charge": 1}

# 2
{"formula": "C3H8O2P", "method": "wB97M-V/def2-TZVPD", "species": ["C", "P", "O", "O", "C", "C", "H", "H", "H", "H", "H", "H", "H", "H"], "positions_angstrom": [[-0.402, -0.579, -2.377], [-0.784, -0.248, -0.747], [-1.713, -1.032, 0.152], [-1.125, 1.469, -0.376], [0.864, -0.224, 0.305], [0.626, 0.112, 1.717], [-1.420, -0.788, -2.860], [0.293, 0.089, -2.895], [-1.520, 1.630, 0.495], [1.177, -1.192, 0.396], [1.709, 0.310, -0.272], [0.798, 1.186, 2.044], [-0.150, -0.486, 2.204], [1.647, -0.246, 2.214]], "forces_ev_per_angstrom": [[-2.2, -0.2, 0.4], [2.2, 1.6, 2.9], [-0.2, 0.1, -1.2], [0.0, -0.9, -0.8], [-1.1, 2.1, -3.4], [4.0, 1.1, 2.9], [1.6, 0.3, 0.1], [-0.4, -0.1, 0.2], [0.2, -0.6, -0.3], [0.7, -2.9, -0.7], [-1.3, -0.3, 1.2], [-1.4, -0.9, -0.6], [-0.2, 0.6, -0.2], [-1.8, 0.2, -0.3]], "e_above_lowest_ev": 2.616, "smiles": "C=[P@]([O-])(O)CC", "lumo_energy_ev": 4.11, "total_charge": -1}

# 3
{"formula": "C3H8O2S", "method": "wB97M-V/def2-TZVPD", "species": ["O", "C", "C", "C", "S", "H", "H", "H", "H", "H", "H", "H", "H", "O"], "positions_angstrom": [[-2.541, 0.032, 0.849], [-1.574, -0.674, 0.909], [-0.140, -0.148, 0.917], [0.802, -0.929, 0.121], [2.375, 0.056, -0.262], [-1.603, -1.774, 0.964], [0.223, -0.129, 1.903], [-0.083, 0.862, 0.561], [1.054, -1.857, 0.547], [0.330, -1.086, -0.867], [1.941, 1.008, -1.184], [-1.115, 0.471, -1.642], [-2.265, 1.246, -1.231], [-1.334, 1.326, -1.666]], "forces_ev_per_angstrom": [[-4.4, 3.1, -0.2], [4.7, -2.7, -0.6], [-1.6, 0.5, 0.0], [0.2, 1.2, -2.8], [0.2, 0.1, -0.2], [-0.3, -0.3, 0.3], [0.7, 0.2, 2.0], [-0.5, 0.6, -0.1], [0.7, -1.1, 0.4], [0.3, -0.4, 0.3], [-0.2, -1.1, 0.9], [1.8, -5.5, 0.2], [2.4, 0.4, -0.7], [-4.1, 5.1, 0.6]], "e_above_lowest_ev": 0.957, "lumo_energy_ev": [3.44, 3.29], "multiplicity": 2, "total_charge": -1}

# 4
{"formula": "C3H8O2S", "method": "wB97M-V/def2-TZVPD", "species": ["O", "C", "C", "C", "S", "H", "H", "H", "H", "H", "H", "O", "H", "H"], "positions_angstrom": [[0.234, -2.034, -0.813], [-0.271, -1.189, -0.089], [0.438, 0.102, 0.350], [0.206, 0.521, 1.776], [0.981, 2.168, 2.241], [-1.362, -1.317, 0.134], [0.280, 0.990, -0.377], [1.506, -0.095, 0.356], [-0.843, 0.714, 2.068], [0.480, -0.356, 2.436], [0.859, 2.163, 3.584], [-1.162, -0.462, -3.758], [-1.013, -0.517, -4.681], [-0.333, -0.688, -3.226]], "forces_ev_per_angstrom": [[-0.2, 1.3, 1.2], [-0.2, -0.3, -1.5], [0.7, 1.1, -0.7], [-1.5, -0.3, 2.4], [0.3, -0.7, -0.5], [0.5, 0.3, 0.4], [-0.1, -1.6, 0.9], [0.3, -0.2, -0.7], [0.2, -0.3, -0.7], [0.3, 1.2, -0.4], [-0.2, -0.4, -0.3], [0.9, -0.1, 2.9], [0.7, -0.2, -1.2], [-1.6, 0.3, -1.7]], "e_above_lowest_ev": 1.462, "smiles": "O=CCCS.O", "lumo_energy_ev": 0.50, "total_charge": 0}

no.,calculated total energy (eV)
1,-7326.1499
2,-16625.0475
3,-18169.0995
4,-18169.7826